[1]
The following is a DFT calculation (wB97M-V/def2-TZVPD) of a structure of composition C33H32BrN5O3STi at a distorted geometry.

```
! RIJCOSX wB97M-V def2-TZVPD def2/J DEFGRID3
* xyz 1 2
C 2.263 -0.722 -1.422
C -0.844 -2.922 5.383
C 3.175 -2.250 -3.048
C 1.332 -1.916 5.296
H -1.545 -3.584 5.864
H -5.162 0.206 1.341
H 1.797 1.497 -5.006
C -3.238 1.345 -0.631
C 3.927 1.599 1.158
H -4.157 -1.254 1.408
C 2.632 1.133 1.221
C -2.018 3.032 -1.610
C -0.841 -1.942 -0.344
C 0.438 -2.787 5.898
H -3.812 -3.555 -0.448
S 0.429 2.000 -3.097
H 4.020 -2.643 -3.590
C 1.907 -2.771 -3.257
H -2.218 -2.319 3.845
N -1.975 -0.543 2.083
H 0.734 -3.350 6.770
C 0.833 -2.296 -2.533
C 4.151 2.927 0.773
O 0.158 0.047 1.750
Br 0.211 4.221 0.661
C 1.882 1.282 -3.947
N -2.071 0.223 0.984
H 0.830 -2.526 0.858
H -0.147 -2.728 -2.671
C 3.031 3.745 0.569
H 1.869 0.212 -3.791
H 1.864 3.979 -2.970
C -1.232 -2.211 4.266
C 1.784 3.173 0.710
C -0.332 -1.337 3.655
H -2.705 -4.887 1.312
H -3.022 4.394 -2.906
C -4.398 1.764 -1.323
H 2.412 0.084 -0.716
H 2.801 1.701 -3.549
C -2.140 -2.255 -0.736
C -0.199 -2.749 0.600
H 1.027 3.844 -4.536
H -4.975 -0.792 -0.103
C -0.724 -0.596 2.464
O 5.365 3.449 0.612
H 3.156 4.787 0.325
H 6.069 2.808 0.786
C -3.113 3.512 -2.293
H 1.631 -0.485 3.731
C -3.249 0.361 0.386
C -2.177 -4.079 0.832
H -0.376 -4.381 1.960
C 0.927 3.739 -3.460
Ti -0.367 0.766 0.127
H 2.326 -1.805 5.704
H 2.426 0.114 1.527
H -5.213 3.188 -2.693
C 3.344 -1.233 -2.122
C 0.949 -1.189 4.187
H -1.090 3.579 -1.665
H -2.622 -1.662 -1.507
N 1.560 1.889 0.956
C 0.982 -1.257 -1.601
C -4.338 2.840 -2.168
O 0.673 1.792 -1.624
H 4.331 -0.837 -1.929
N -0.130 -0.831 -0.870
C -0.871 -3.795 1.200
H 0.159 4.418 -3.113
H -5.325 1.242 -1.146
H 4.751 0.941 1.390
C -4.463 -0.418 0.783
H 1.751 -3.557 -3.978
N -2.017 1.951 -0.824
C -2.802 -3.320 -0.145
*
```

The calculation puts the relative energy (zero: lowest compared OMol25 entry of this formula, charge and spin) at 1.353 eV. Its HOMO-LUMO gap (spin up / spin down) is 0.22505 / 0.24364 hartree. Its total energy is -5597.7754 Eh. As for the expectation value of S²: 0.8058. The LUMO energy (spin up / spin down) comes out at -3.25 / -3.49 eV.

Results of the Mulliken charge analysis, in e, for atoms 1 through 2:
1. C -0.15
2. C -0.85



[2]
The following is a DFT calculation (wB97M-V/def2-TZVPD) of a cluster of 2 separate species, C12H19NO2 in total at a distorted geometry.

```
! RIJCOSX wB97M-V def2-TZVPD def2/J DEFGRID3
* xyz 0 1
H -3.527 -0.296 3.247
N 2.427 0.096 -0.166
H -2.889 -1.505 2.110
H 2.603 -1.620 0.890
C 0.537 -1.728 -0.019
H -1.848 1.356 2.587
H 1.030 1.615 0.638
C -1.264 2.004 0.618
H -0.837 3.002 0.797
O 3.300 0.842 -2.070
H -2.390 0.485 -2.226
H 3.532 -1.746 -2.859
O -0.359 1.962 -1.636
C 2.014 1.472 0.239
C -1.349 1.693 -0.749
H 2.445 -2.163 -1.390
C -2.938 0.312 1.156
C -2.033 1.302 1.522
H 0.944 -2.712 -0.156
C -2.400 0.851 -1.171
H 1.285 -0.614 1.512
H 0.144 -1.175 -0.859
C 1.770 -0.960 0.591
C -3.529 -0.595 2.177
H 4.165 -1.857 -1.345
H -4.482 -1.017 1.936
H -3.797 -0.630 -0.550
C 2.899 -0.125 -1.423
H 2.028 1.960 -0.751
H 2.771 1.851 0.903
C -3.140 0.185 -0.230
H -0.176 -1.952 0.796
H -0.153 1.271 -2.264
C 3.216 -1.564 -1.856
*
```

The calculation puts the relative energy (zero: lowest compared OMol25 entry of this formula, charge and spin) at 1.915 eV. Its HOMO-LUMO gap is 0.33503 hartree. Its total energy is -673.8138 Eh. The SMILES is CCN(C)C(C)=O.Cc1ccc(O)cc1. The LUMO energy comes out at 0.67 eV.

Results of the Mulliken charge analysis, in e, for atoms 1 through 2:
1. H 0.35
2. N 0.18



[3]
The following is a DFT calculation (wB97M-V/def2-TZVPD) of a cluster of 3 separate species, C2H5FSi in total at a distorted geometry.

```
! RIJCOSX wB97M-V def2-TZVPD def2/J DEFGRID3
* xyz 0 1
F 1.498 1.094 -0.028
H -0.023 -2.938 -0.221
C -0.326 -0.733 0.011
H -0.972 0.081 -0.114
H -0.073 3.376 0.504
Si 1.325 -0.291 0.890
C -0.596 -2.052 -0.353
H -1.521 -2.222 -0.827
H 0.687 3.687 0.137
*
```

The calculation puts the relative energy (zero: lowest compared OMol25 entry of this formula, charge and spin) at 2.299 eV. Its HOMO-LUMO gap is 0.30990 hartree. Its total energy is -468.4859 Eh. The LUMO energy comes out at -0.55 eV.

Results of the Mulliken charge analysis, in e, for atoms 1 through 2:
1. F -0.27
2. H 0.26